[1]
A molecular structure, C52H64GeN2S3Si4Tl at a distorted geometry. Source: the OMol25 dataset; level of theory: the ωB97M-V functional and the def2-TZVPD basis.

Electronic energy, eV: -183172.33499
Lowest unoccupied orbital energy (alpha / beta), eV: 3.887 / 3.368
Spin multiplicity: 2
Relative energy (zero: lowest compared OMol25 entry of this formula, charge and spin), kcal per mole: 55.1
HOMO energy (alpha / beta), Ha: -0.060 / -0.074
Total charge: -2
Strongest force on any atom, hartree/bohr: 0.026

Last column: Löwdin spin population.
Element x y z (Å)
Tl: 0.50265 0.12458 -1.05103  0.04
C: 2.05683 5.55676 1.60462  0.00
Si: 0.72834 4.85801 2.76152  0.00
C: -0.01314 6.34109 3.70538  0.00
C: 1.52809 3.76112 4.08336  0.00
C: -0.67224 4.09243 1.77301  0.00
C: -1.94144 4.64390 1.71559  0.00
C: -2.90971 4.11352 0.86992  0.00
C: -2.57079 3.00106 0.12674  0.00
N: -1.38966 2.39122 0.20845  0.02
C: -0.42817 2.92319 0.98752  0.00
S: 1.13038 2.20465 0.98661  0.01
H: 2.83217 6.10048 2.15186  0.00
H: 1.61866 6.23518 0.86855  0.00
H: 2.52712 4.73929 1.05770  0.00
H: 0.76031 6.87097 4.26670  0.00
H: -0.77581 6.01594 4.41818  0.00
H: -0.47826 7.05932 3.02537  0.00
H: 2.23998 4.32682 4.69171  0.00
H: 2.05310 2.93606 3.60716  0.00
H: 0.77741 3.32886 4.75031  0.00
H: -2.18776 5.50182 2.33434  0.00
H: -3.90136 4.54016 0.79512  0.00
H: -3.27745 2.55245 -0.56107  0.00
C: 3.33987 -4.39681 1.14644  0.00
Si: 1.94055 -3.38505 0.30396  0.00
C: 1.42089 -4.57925 -1.08369  0.00
C: 0.48708 -3.43659 1.52192  0.00
C: 2.53703 -1.61538 0.02194  0.05
Si: 3.02256 -0.75891 1.62416  0.00
C: 4.23886 -1.73934 2.73688  0.00
C: 3.96912 0.86646 1.30097  0.00
C: 1.55357 -0.52765 2.77982  0.00
Si: 3.89247 -1.52295 -1.25107  0.01
C: 5.64624 -1.51283 -0.49882  0.00
C: 3.95511 -2.96375 -2.49297  0.00
C: 3.78860 -0.09399 -2.51133  0.00
C: 4.87897 0.53577 -3.11559  0.00
C: 4.67402 1.34217 -4.22320  0.00
C: 3.39128 1.45616 -4.74071  0.00
C: 2.35885 0.82219 -4.06731  0.00
N: 2.55243 0.11122 -2.96495  0.00
H: 3.14696 -5.46878 1.04957  0.00
H: 3.40756 -4.16517 2.21072  0.00
H: 4.31829 -4.18996 0.70286  0.00
H: 0.73806 -5.32279 -0.66384  0.00
H: 2.27017 -5.10957 -1.52178  0.00
H: 0.89371 -4.07218 -1.88642  0.00
H: -0.17164 -4.28746 1.34042  0.00
H: -0.11136 -2.53125 1.41469  0.00
H: 0.83699 -3.48833 2.55614  0.00
H: 5.05327 -2.20182 2.17424  0.00
H: 3.71460 -2.53130 3.27567  0.00
H: 4.68170 -1.07288 3.48288  0.00
H: 3.83030 1.20319 0.26927  0.00
H: 5.04141 0.76011 1.48134  0.00
H: 3.59615 1.66338 1.94512  0.00
H: 1.29954 -1.46241 3.28591  0.00
H: 0.68178 -0.20608 2.21978  0.00
H: 1.74286 0.22968 3.54472  0.00
H: 5.76718 -2.40584 0.11965  0.00
H: 5.81555 -0.64763 0.14378  0.00
H: 6.42300 -1.53171 -1.26771  0.00
H: 4.21475 -3.90820 -2.00651  0.00
H: 4.68758 -2.76622 -3.27962  0.00
H: 2.97748 -3.08259 -2.96480  0.00
H: 5.87504 0.38341 -2.71561  0.00
H: 5.50219 1.87285 -4.67975  0.00
H: 3.19190 2.03020 -5.63582  0.00
H: 1.33387 0.88998 -4.41584  0.00
S: -2.25034 -0.05145 -2.07658  0.25
C: -2.28154 -1.04281 -3.50712  0.03
C: -3.44678 -1.04776 -4.28432  0.02
C: -3.50622 -1.68690 -5.50921  0.00
C: -2.38380 -2.36368 -5.97933  0.02
C: -1.24183 -2.41500 -5.20314  0.00
C: -1.15610 -1.76846 -3.95769  0.01
S: 0.29831 -1.92078 -3.03624  0.00
H: -4.30504 -0.50073 -3.91130  0.00
H: -4.41689 -1.64889 -6.09663  0.00
H: -2.39811 -2.83885 -6.95440  0.00
H: -0.37236 -2.96416 -5.54439  0.00
C: -3.99423 -5.07453 -0.77381  0.00
C: -4.48449 -4.51432 0.39849  0.00
C: -3.94120 -3.33205 0.88310  0.01
C: -2.88992 -2.70056 0.22079  0.03
C: -2.37199 -3.30886 -0.92015  0.00
C: -2.92547 -4.47614 -1.42795  0.00
Ge: -2.34876 -0.79724 0.66234  0.30
C: -4.29210 -0.17412 0.77646  0.02
C: -4.91613 0.06239 2.00037  0.01
C: -6.27725 0.33365 2.08268  0.00
C: -7.04855 0.39081 0.93258  0.00
C: -6.44453 0.16604 -0.29744  0.00
C: -5.08858 -0.11771 -0.36828  0.00
C: -2.00771 -0.78171 2.66483  0.10
C: -1.94173 -1.94810 3.41958  0.02
C: -1.71633 -1.90068 4.78979  0.00
C: -1.54228 -0.67968 5.42613  0.01
C: -1.59353 0.49314 4.68314  0.00
C: -1.82323 0.43739 3.31710  0.01
H: -4.44451 -5.97483 -1.17782  0.00
H: -5.30529 -4.98989 0.92524  0.00
H: -4.35478 -2.88322 1.78118  0.00
H: -1.52514 -2.85531 -1.42740  0.00
H: -2.53588 -4.90662 -2.34337  0.00
H: -4.33863 0.03126 2.91545  0.00
H: -6.73561 0.48938 3.05351  0.00
H: -8.11005 0.60502 0.99285  0.00
H: -7.03595 0.20500 -1.20582  0.00
H: -4.62928 -0.29710 -1.33364  0.00
H: -2.07547 -2.90811 2.93282  0.00
H: -1.68255 -2.81961 5.36524  0.00
H: -1.37139 -0.63859 6.49598  0.00
H: -1.46309 1.45144 5.17374  0.00
H: -1.87034 1.35962 2.74787  0.00
C: 0.57567 4.78557 -3.31326  0.00
C: 1.69140 4.27277 -2.66529  0.00
C: 1.64898 3.00324 -2.10338  0.00
C: 0.49904 2.22432 -2.17832  0.00
C: -0.61291 2.74820 -2.81700  0.00
C: -0.57876 4.02031 -3.38374  0.00
H: 0.60457 5.77896 -3.74876  0.00
H: 2.60183 4.85970 -2.59492  0.00
H: 2.52930 2.62990 -1.58938  0.00
H: -1.52686 2.17149 -2.87197  0.00
H: -1.46128 4.40792 -3.88233  0.00

=====

[2]
A molecular structure, C52H67BaGe2NOP2STe at a distorted geometry. Source: the OMol25 dataset; level of theory: the ωB97M-V functional and the def2-TZVPD basis.

Electronic energy, eV: -208979.05598
Lowest unoccupied orbital energy, eV: 0.321
HOMO energy, Ha: -0.235
Strongest force on any atom, hartree/bohr: 0.061

Last column: Mulliken charge in e.
Element x y z (Å)
Ba: -0.01440 0.02780 0.50220  2.01
C: -3.14002 4.42857 0.45181  -0.96
C: -2.32873 3.26760 -0.14781  -0.45
Ge: -2.42068 1.48248 0.79363  0.05
C: -4.28243 0.79634 0.43716  -0.79
C: -5.49004 1.66872 0.81395  -1.10
C: -2.62634 2.05274 2.69314  -1.32
C: -1.91139 1.93439 3.82780  0.62
Ge: -0.15592 1.01106 4.16680  -0.17
C: -0.56590 -0.91554 4.45589  0.07
C: -0.99478 -1.45288 5.83142  -1.21
C: 0.71208 2.07693 5.61093  -0.66
C: 0.35790 2.00669 7.10489  -1.11
C: -2.57406 2.47013 5.06851  0.18
C: -3.18753 3.72557 5.05451  -0.36
C: -3.96409 4.15985 6.11967  -0.67
C: -4.12168 3.36135 7.24479  -0.54
C: -3.47423 2.13415 7.29921  -0.55
C: -2.71179 1.69954 6.22219  -0.14
H: -2.82774 5.39565 0.04354  0.37
H: -3.01467 4.48257 1.53677  0.08
H: -4.20802 4.32400 0.25667  0.26
H: -1.27395 3.55227 -0.17922  0.00
H: -2.62861 3.09472 -1.18770  0.45
H: -4.35539 -0.16393 0.96270  0.37
H: -4.32253 0.56134 -0.63225  0.29
H: -5.45784 1.97777 1.86160  0.21
H: -6.43681 1.13582 0.67056  0.41
H: -5.53381 2.57316 0.20439  0.18
H: -3.60034 2.52754 2.85080  0.24
H: 0.34690 -1.41763 4.13752  0.12
H: -1.33475 -1.16082 3.71145  0.31
H: -0.36410 -1.06162 6.63226  0.20
H: -0.91834 -2.54254 5.85880  0.36
H: -2.03070 -1.20857 6.06591  0.42
H: 0.57140 3.10219 5.25149  0.29
H: 1.77121 1.86321 5.48840  0.54
H: -0.65195 2.34343 7.31234  0.26
H: 1.03563 2.64830 7.67197  0.41
H: 0.46334 0.99291 7.49957  0.22
H: -3.04895 4.36908 4.19424  0.36
H: -4.45455 5.12459 6.06676  0.40
H: -4.74437 3.68916 8.06814  0.38
H: -3.55772 1.51362 8.18312  0.41
H: -2.22803 0.73420 6.27268  0.24
C: 2.47918 -1.72273 -3.76315  -1.93
N: 1.34778 -1.37471 -4.60723  0.63
C: 0.14078 -2.16552 -4.45476  -1.99
P: -0.53380 -2.15354 -2.70961  0.90
C: -2.34361 -2.25749 -2.98873  0.21
C: -2.97078 -2.50948 -4.20629  0.13
C: -4.35733 -2.56655 -4.28980  -0.84
C: -5.13547 -2.37681 -3.15743  -0.51
C: -4.52403 -2.13522 -1.93344  -0.73
C: -3.14108 -2.07044 -1.85623  -0.25
C: -0.18638 -3.89075 -2.19454  0.72
C: -1.07671 -4.94231 -2.40487  -0.49
C: -0.75655 -6.23132 -1.99673  -0.74
C: 0.46290 -6.49342 -1.38862  -0.60
C: 1.35713 -5.45639 -1.17235  -0.86
C: 1.02684 -4.16386 -1.55541  -0.17
C: 1.60553 -0.75165 -5.84398  0.67
C: 2.60357 0.22594 -5.94376  0.37
C: 2.86588 0.84998 -7.15251  -1.00
C: 2.14117 0.52903 -8.29357  -0.58
C: 1.15089 -0.43523 -8.20260  -0.71
C: 0.88629 -1.07700 -6.99789  -0.72
P: 2.48867 -0.86042 -2.09700  1.00
C: 4.22161 -1.13820 -1.58075  -0.04
C: 4.43237 -1.37855 -0.22085  -0.54
C: 5.71559 -1.55657 0.28271  -0.87
C: 6.80427 -1.50011 -0.57394  -0.49
C: 6.60876 -1.25925 -1.93068  -0.74
C: 5.32739 -1.07681 -2.43010  -0.16
C: 2.46829 0.91623 -2.54685  1.08
C: 1.26409 1.42817 -3.04946  -0.03
C: 1.13504 2.77506 -3.35433  -0.75
C: 2.20425 3.63661 -3.15006  -0.72
C: 3.39329 3.14661 -2.62555  -0.93
C: 3.52420 1.79660 -2.31406  -0.72
H: 3.40195 -1.50678 -4.29153  0.98
H: 2.47183 -2.79796 -3.54624  0.38
H: 0.27271 -3.20744 -4.77215  0.37
H: -0.63055 -1.70828 -5.06714  0.91
H: -2.39082 -2.68469 -5.10453  0.45
H: -4.82879 -2.76594 -5.24434  0.42
H: -6.21564 -2.42584 -3.22289  0.39
H: -5.12165 -1.98248 -1.04323  0.44
H: -2.67223 -1.87493 -0.89688  0.34
H: -2.03109 -4.76001 -2.88341  0.40
H: -1.46590 -7.03343 -2.15803  0.43
H: 0.71237 -7.49946 -1.07500  0.41
H: 2.31043 -5.65009 -0.69418  0.44
H: 1.71592 -3.35553 -1.33822  0.19
H: 3.15925 0.52631 -5.06254  0.23
H: 3.64210 1.60375 -7.19577  0.41
H: 2.34873 1.01763 -9.23665  0.38
H: 0.58243 -0.71282 -9.08175  0.38
H: 0.13140 -1.85155 -6.97583  0.47
H: 3.58211 -1.39789 0.45327  0.50
H: 5.86090 -1.73185 1.34220  0.48
H: 7.80777 -1.63498 -0.18894  0.38
H: 7.46053 -1.20310 -2.59769  0.43
H: 5.20449 -0.85763 -3.48510  0.29
H: 0.42783 0.75828 -3.21601  0.02
H: 0.19860 3.15386 -3.74416  0.53
H: 2.11122 4.68835 -3.39349  0.44
H: 4.22698 3.81765 -2.45562  0.42
H: 4.45207 1.43608 -1.88720  0.33
C: 0.22361 -4.52956 3.66748  -0.88
S: 0.71916 -4.29637 1.95116  0.12
C: 2.47740 -3.97082 2.19490  -0.58
H: 0.63690 -5.45422 4.06677  0.40
H: -0.86359 -4.58488 3.68341  0.35
H: 0.54773 -3.68257 4.27078  0.07
H: 2.61401 -3.20905 2.96423  0.36
H: 2.87169 -3.59226 1.25131  -0.13
H: 3.00815 -4.88227 2.47003  0.44
Te: 1.90278 0.83493 2.67277  -1.07
C: 1.56934 5.64461 0.98073  -1.39
C: 0.96933 4.30664 1.36465  0.05
O: 1.13339 3.33194 0.33334  0.46
H: 1.28647 6.41258 1.70373  0.40
H: 1.21744 5.94869 -0.00744  0.29
H: 2.66175 5.58762 0.95714  0.34
H: -0.10661 4.39351 1.52040  0.16
H: 1.41277 3.93478 2.29092  0.12
H: 2.06207 3.30170 0.07803  -0.02

=====

Question: Look up the strongest force on any atom of the second one.
Answer: 0.061 hartree/bohr

=====

Question: The lowest strongest force on any atom belongs to which entry?
Answer: C52H64GeN2S3Si4Tl

=====

Question: Which of these has the highest strongest force on any atom?
Answer: C52H67BaGe2NOP2STe